Record 1
{
  "formula": "C57H54BaF2N5OPS",
  "method": "wB97M-V/def2-TZVPD",
  "gap_ev": 6.0190,
  "total_charge": 0,
  "e_above_lowest_kcal_mol": 0.61,
  "elements": ["Ba", "C", "C", "C", "C", "C", "C", "C", "N", "N", "C", "C", "C", "C", "C", "C", "N", "C", "C", "C", "C", "C", "C", "N", "H", "H", "H", "H", "H", "H", "H", "H", "H", "H", "H", "H", "H", "H", "H", "H", "H", "H", "H", "H", "F", "C", "C", "C", "C", "C", "F", "C", "C", "C", "C", "C", "C", "N", "H", "H", "H", "H", "H", "H", "C", "C", "C", "C", "C", "C", "P", "C", "C", "C", "C", "C", "C", "C", "C", "C", "C", "C", "C", "H", "H", "H", "H", "H", "H", "H", "H", "H", "H", "H", "H", "H", "H", "H", "C", "C", "C", "C", "C", "C", "C", "S", "C", "O", "H", "H", "H", "H", "H", "H", "H", "H", "H", "H", "C", "H", "H", "H"],
  "positions_angstrom": [[-0.097, 0.125, -0.293], [-3.327, -0.803, 1.651], [-3.308, 0.721, 1.550], [-3.613, 1.239, 0.172], [-4.488, 2.303, -0.015], [-4.730, 2.758, -1.300], [-4.106, 2.129, -2.366], [-3.249, 1.075, -2.095], [-2.994, 0.642, -0.857], [-1.991, -1.426, 1.570], [-1.338, -1.263, 2.881], [0.088, -1.746, 2.945], [0.451, -2.798, 3.774], [1.776, -3.204, 3.809], [2.697, -2.545, 3.014], [2.249, -1.500, 2.220], [0.982, -1.100, 2.190], [-2.164, -2.836, 1.240], [-0.939, -3.572, 0.759], [-0.820, -4.935, 1.017], [0.239, -5.635, 0.473], [1.154, -4.953, -0.312], [0.966, -3.596, -0.506], [-0.056, -2.913, 0.014], [-3.933, -1.211, 0.841], [-3.808, -1.097, 2.595], [-2.324, 1.095, 1.848], [-4.008, 1.157, 2.264], [-4.952, 2.768, 0.845], [-5.402, 3.591, -1.468], [-4.271, 2.445, -3.386], [-2.726, 0.555, -2.889], [-1.928, -1.781, 3.653], [-1.341, -0.197, 3.118], [-0.299, -3.293, 4.377], [2.081, -4.025, 4.445], [3.740, -2.829, 3.005], [2.935, -0.961, 1.574], [-2.888, -2.892, 0.422], [-2.600, -3.388, 2.088], [-1.556, -5.432, 1.637], [0.347, -6.696, 0.656], [1.996, -5.457, -0.766], [1.654, -3.016, -1.106], [-0.963, -3.778, -4.984], [-0.740, -2.473, -4.691], [-0.638, -2.068, -3.376], [-0.437, -0.727, -3.027], [-0.342, 0.200, -4.096], [-0.393, -0.269, -5.409], [-0.195, 0.567, -6.473], [-0.595, -1.592, -5.742], [-0.249, 1.655, -3.787], [-0.612, 2.641, -4.711], [-0.500, 3.978, -4.380], [-0.030, 4.324, -3.127], [0.270, 3.295, -2.252], [0.160, 1.998, -2.549], [-0.733, -2.840, -2.616], [-0.631, -1.911, -6.774], [-0.985, 2.360, -5.682], [-0.783, 4.738, -5.099], [0.078, 5.351, -2.811], [0.606, 3.539, -1.251], [-4.204, 2.657, 4.857], [-4.058, 3.663, 3.914], [-2.858, 3.811, 3.217], [-1.765, 2.961, 3.417], [-1.937, 1.989, 4.413], [-3.120, 1.824, 5.117], [-0.107, 2.557, 2.233], [-0.325, 4.140, 1.316], [0.583, 5.195, 1.371], [0.376, 6.356, 0.636], [-0.745, 6.482, -0.175], [-1.648, 5.432, -0.256], [-1.433, 4.275, 0.480], [0.938, 2.831, 3.732], [1.843, 1.856, 4.152], [2.603, 2.029, 5.300], [2.487, 3.196, 6.043], [1.596, 4.178, 5.633], [0.822, 3.990, 4.495], [-5.135, 2.538, 5.398], [-4.879, 4.347, 3.725], [-2.787, 4.625, 2.505], [-1.102, 1.329, 4.645], [-3.201, 1.054, 5.878], [1.462, 5.110, 1.998], [1.089, 7.169, 0.701], [-0.909, 7.390, -0.742], [-2.516, 5.507, -0.901], [-2.148, 3.462, 0.410], [1.943, 0.942, 3.579], [3.285, 1.249, 5.617], [3.082, 3.337, 6.936], [1.493, 5.090, 6.208], [0.100, 4.743, 4.204], [3.467, 4.945, -4.148], [3.398, 3.507, -3.713], [3.072, 2.501, -4.615], [2.982, 1.179, -4.204], [3.238, 0.866, -2.882], [3.566, 1.852, -1.959], [3.648, 3.164, -2.381], [2.977, -0.803, -2.326], [4.676, -1.213, -1.925], [2.306, -0.707, -0.980], [2.948, 5.095, -5.093], [4.505, 5.260, -4.276], [3.013, 5.596, -3.400], [2.848, 2.755, -5.644], [2.675, 0.404, -4.897], [3.700, 1.601, -0.913], [3.874, 3.943, -1.662], [5.062, -0.481, -1.216], [5.266, -1.217, -2.840], [4.664, -2.207, -1.479], [1.687, 2.282, 1.190], [2.081, 1.280, 1.403], [2.469, 2.999, 1.458], [1.562, 2.366, 0.100]],
  "mulliken_charge": [0.31, -2.08, 2.43, -0.27, -0.51, -0.63, -0.84, -0.66, 0.11, 1.74, -0.39, 0.17, -0.64, -0.78, -0.97, -0.39, 1.20, -1.39, 0.51, -1.02, -0.78, -0.81, -0.14, 1.44, 0.67, 0.42, -1.76, 0.49, 0.44, 0.43, 0.49, 0.61, 0.37, -0.82, 0.53, 0.43, 0.53, 0.27, 0.55, 0.28, 0.51, 0.39, 0.48, -0.04, -0.39, 0.25, -1.73, 1.05, 0.32, 0.69, -0.41, -1.05, -0.96, -1.34, -1.21, -0.86, -0.71, 2.47, 0.57, 0.50, 0.65, 0.45, 0.66, 0.16, -0.68, -0.61, -0.43, -0.36, -0.34, -0.50, 3.56, 0.24, -0.73, -1.01, -0.81, -0.32, 0.01, -0.06, -0.16, -0.72, -0.65, -0.90, -0.52, 0.36, 0.46, 0.33, 0.30, 0.42, 0.41, 0.43, 0.44, 0.45, -0.36, 0.19, 0.48, 0.38, 0.43, 0.41, -1.79, 0.85, -0.34, -0.69, 0.69, -0.47, -0.72, 0.38, -1.30, 0.49, 0.38, 0.41, 0.33, 0.33, 0.41, 0.14, 0.35, 0.35, 0.40, 0.42, -1.55, 0.31, 0.59, -0.12]
}

Record 2
{
  "formula": "C57H55BrO5P2PdS",
  "method": "wB97M-V/def2-TZVPD",
  "gap_ev": [4.2494, 3.3555],
  "total_charge": 2,
  "elements": ["Pd", "O", "C", "C", "C", "C", "C", "C", "P", "C", "C", "C", "C", "C", "C", "C", "C", "C", "C", "C", "C", "C", "C", "C", "C", "C", "C", "P", "C", "C", "C", "C", "C", "C", "C", "C", "C", "C", "C", "C", "H", "H", "H", "H", "H", "H", "H", "H", "H", "H", "H", "H", "H", "H", "H", "H", "H", "H", "H", "H", "H", "H", "H", "H", "H", "H", "H", "H", "C", "C", "C", "C", "C", "C", "C", "Br", "C", "O", "C", "C", "C", "C", "C", "C", "H", "H", "H", "H", "H", "H", "H", "H", "H", "H", "H", "H", "H", "H", "H", "H", "H", "H", "H", "H", "C", "C", "C", "C", "C", "C", "C", "S", "O", "O", "O", "H", "H", "H", "H", "H", "H", "H"],
  "positions_angstrom": [[0.150, 0.185, 0.410], [2.359, 2.626, 0.931], [3.603, 2.347, 0.468], [4.629, 3.255, 0.281], [5.843, 2.810, -0.223], [6.028, 1.484, -0.586], [4.974, 0.600, -0.442], [3.757, 1.019, 0.106], [2.462, -0.220, 0.327], [2.720, -1.249, -1.113], [2.483, -0.685, -2.370], [2.754, -1.419, -3.514], [3.259, -2.718, -3.402], [3.478, -3.276, -2.153], [3.196, -2.547, -1.003], [2.889, -1.111, 1.830], [4.216, -1.123, 2.278], [4.544, -1.813, 3.435], [3.557, -2.467, 4.167], [2.238, -2.433, 3.743], [1.901, -1.761, 2.576], [1.838, 3.866, 0.876], [2.424, 4.991, 1.424], [1.882, 6.234, 1.139], [0.763, 6.351, 0.320], [0.120, 5.203, -0.113], [0.639, 3.944, 0.194], [-0.461, 2.543, -0.150], [-0.695, 2.601, -1.930], [-1.917, 2.795, -2.580], [-1.958, 2.810, -3.974], [-0.797, 2.633, -4.713], [0.426, 2.452, -4.066], [0.474, 2.423, -2.682], [-1.959, 2.988, 0.704], [-3.193, 2.413, 0.374], [-4.336, 2.774, 1.067], [-4.252, 3.680, 2.115], [-3.023, 4.222, 2.476], [-1.877, 3.870, 1.789], [4.506, 4.303, 0.495], [6.654, 3.524, -0.337], [6.974, 1.148, -0.999], [5.085, -0.428, -0.778], [2.099, 0.326, -2.448], [2.587, -0.984, -4.494], [3.480, -3.294, -4.299], [3.872, -4.285, -2.070], [3.372, -2.982, -0.020], [4.990, -0.592, 1.739], [5.575, -1.828, 3.773], [3.823, -2.999, 5.077], [1.462, -2.919, 4.327], [0.873, -1.734, 2.270], [3.277, 4.901, 2.086], [2.348, 7.123, 1.553], [0.373, 7.327, 0.054], [-0.810, 5.280, -0.670], [-2.825, 2.979, -2.019], [-2.906, 2.973, -4.480], [-0.840, 2.647, -5.799], [1.339, 2.345, -4.645], [1.426, 2.281, -2.175], [-3.272, 1.679, -0.414], [-5.290, 2.331, 0.802], [-5.149, 3.964, 2.658], [-2.954, 4.910, 3.313], [-0.926, 4.287, 2.092], [-5.268, -5.518, -1.129], [-5.073, -4.503, 0.024], [-6.205, -3.475, -0.018], [-5.109, -5.252, 1.380], [-3.716, -3.874, -0.147], [-3.564, -2.511, -0.544], [-2.326, -2.014, -0.639], [-2.085, -0.276, -1.262], [-1.100, -2.779, -0.297], [-0.031, -2.207, -0.257], [-1.280, -4.243, -0.020], [-2.558, -4.688, 0.042], [-0.125, -5.232, 0.122], [0.601, -5.275, -1.240], [0.859, -4.832, 1.238], [-0.642, -6.633, 0.446], [-6.247, -5.996, -1.017], [-4.501, -6.302, -1.116], [-5.237, -5.022, -2.107], [-7.148, -3.980, 0.200], [-6.308, -3.011, -1.008], [-6.071, -2.685, 0.734], [-6.130, -5.591, 1.572], [-4.807, -4.599, 2.210], [-4.458, -6.135, 1.383], [-4.425, -1.891, -0.772], [-2.716, -5.739, 0.249], [1.027, -4.307, -1.502], [-0.089, -5.578, -2.037], [1.409, -6.011, -1.194], [1.330, -3.879, 1.046], [1.642, -5.597, 1.310], [0.349, -4.779, 2.209], [-1.224, -7.062, -0.380], [-1.255, -6.650, 1.359], [0.214, -7.285, 0.617], [1.340, -1.133, 8.371], [0.823, -0.760, 7.000], [1.350, 0.325, 6.303], [0.844, 0.698, 5.066], [-0.200, -0.039, 4.521], [-0.740, -1.140, 5.190], [-0.218, -1.492, 6.418], [-0.970, 0.483, 3.049], [-2.269, 1.003, 3.361], [-1.035, -0.712, 2.147], [-0.012, 1.458, 2.418], [2.078, -0.413, 8.731], [1.807, -2.122, 8.360], [0.522, -1.170, 9.095], [2.164, 0.895, 6.742], [1.251, 1.549, 4.527], [-1.563, -1.702, 4.751], [-0.632, -2.346, 6.949]],
  "mulliken_charge": [0.93, 0.49, 0.33, -1.22, -1.01, -1.03, -0.38, 0.60, 1.76, 0.37, -0.39, -0.72, -0.68, -0.91, 0.14, 0.66, -0.43, -0.90, -0.91, -0.94, -0.49, -0.53, -0.83, -0.66, -1.03, 0.32, 0.16, 1.28, 0.64, 0.04, -0.82, -0.68, -0.65, -1.04, 1.38, -0.69, -1.06, -0.68, -0.80, -0.40, 0.63, 0.43, 0.47, 0.59, 0.17, 0.48, 0.41, 0.51, 0.39, 0.46, 0.46, 0.47, 0.61, 0.34, 0.72, 0.46, 0.46, 0.48, 0.49, 0.49, 0.42, 0.49, 0.51, 0.15, 0.46, 0.43, 0.46, 0.40, -1.48, 1.52, -2.08, -1.48, 0.09, -0.70, 0.16, -0.04, 0.66, 0.05, -0.68, -0.34, 2.32, -1.49, -1.31, -2.37, 0.46, 0.35, 0.36, 0.45, 0.38, 0.47, 0.45, 0.36, 0.38, 0.58, 0.46, 0.20, 0.39, 0.45, -0.20, 0.60, 0.42, 0.42, 0.48, 0.45, -1.50, 1.03, -1.01, -0.21, -0.06, -0.84, -0.76, 1.23, -0.71, -0.47, -0.19, 0.36, 0.32, 0.37, 0.36, 0.43, 0.44, 0.41]
}

| no. | DFT total energy (Ha) |
| --- | --- |
| 1 | -3518.25056 |
| 2 | -6363.48087 |